{
  "formula": "C17H20NO4Re",
  "method": "ωB97M-V with the def2-TZVPD basis set",
  "species": ["Re", "C", "C", "C", "C", "C", "C", "C", "C", "C", "C", "H", "H", "H", "H", "H", "H", "H", "H", "H", "H", "H", "H", "H", "H", "H", "O", "C", "O", "C", "C", "C", "C", "C", "N", "C", "O", "O", "H", "H", "H", "H", "H"],
  "positions_angstrom": [[0.031, -0.026, 0.086], [-2.104, 0.420, -0.523], [-2.029, -0.951, -0.099], [-1.625, -0.962, 1.285], [-1.498, 0.386, 1.721], [-1.865, 1.235, 0.634], [-1.986, 2.711, 0.684], [-1.134, 0.823, 3.098], [-1.453, -2.169, 2.146], [-2.371, -2.134, -0.933], [-2.521, 0.910, -1.865], [-1.772, 3.182, -0.274], [-1.368, 3.157, 1.458], [-3.031, 2.935, 0.930], [-0.449, 0.127, 3.579], [-2.044, 0.856, 3.706], [-0.697, 1.821, 3.111], [-2.390, -2.346, 2.682], [-0.674, -2.031, 2.896], [-1.238, -3.060, 1.562], [-1.739, -2.991, -0.715], [-2.341, -1.917, -1.998], [-3.398, -2.426, -0.685], [-2.079, 1.878, -2.099], [-3.609, 1.041, -1.866], [-2.274, 0.205, -2.656], [2.147, -3.475, -0.925], [1.705, -2.302, -0.682], [0.577, -2.042, -0.217], [2.616, -1.166, -0.968], [3.899, -1.219, -1.470], [4.576, -0.013, -1.642], [3.953, 1.189, -1.302], [2.669, 1.146, -0.806], [2.016, -0.015, -0.651], [1.792, 2.270, -0.351], [2.105, 3.507, -0.351], [0.657, 1.958, 0.067], [1.526, -4.203, -0.716], [4.356, -2.170, -1.716], [5.586, -0.008, -2.035], [4.485, 2.126, -1.429], [2.995, 3.745, -0.672]],
  "mulliken_charge": [1.590, 0.694, 0.693, 0.730, 0.799, 0.312, -1.521, -1.587, -1.535, -1.476, -1.705, 0.360, 0.341, 0.413, 0.347, 0.387, 0.406, 0.394, 0.400, 0.323, 0.330, 0.392, 0.377, 0.409, 0.388, 0.392, -0.358, 0.065, -0.549, 0.871, -0.611, -0.671, -0.804, 1.382, -0.277, 0.302, -0.379, -0.786, 0.422, 0.585, 0.499, 0.315, 0.338],
  "relative_energy_ev": 0.000,
  "total_energy_ha": -1092.7913,
  "homo_ev": [-19.57, -19.14],
  "charge": 3,
  "largest_force_ha_per_bohr": 0.01961,
  "orbital_gap_ev": [7.227, 6.865],
  "multiplicity": 2
}

{
  "formula": "C16H36BClN4O3PS2",
  "method": "ωB97M-V with the def2-TZVPD basis set",
  "species": ["O", "C", "Cl", "C", "B", "C", "C", "C", "S", "C", "S", "N", "C", "C", "O", "C", "C", "H", "H", "H", "H", "H", "H", "H", "H", "H", "H", "H", "H", "H", "H", "H", "H", "H", "H", "O", "P", "N", "C", "C", "N", "C", "C", "N", "C", "C", "H", "H", "H", "H", "H", "H", "H", "H", "H", "H", "H", "H", "H", "H", "H", "H", "H", "H"],
  "positions_angstrom": [[1.362, -0.363, 3.676], [1.393, 0.306, 2.670], [0.710, -0.417, 1.149], [1.966, 1.699, 2.594], [1.532, 2.612, 1.263], [2.298, 4.066, 1.393], [1.666, 4.920, 2.526], [1.123, 6.313, 2.138], [0.397, 6.530, 0.487], [-1.118, 5.680, 0.422], [-2.070, 6.001, -0.874], [-1.454, 4.790, 1.448], [-2.253, 5.439, 2.497], [-2.776, 4.443, 3.527], [-3.366, 3.288, 2.974], [-2.403, 2.668, 2.138], [-2.147, 3.596, 0.962], [1.648, 2.168, 3.526], [3.058, 1.656, 2.582], [0.322, 2.718, 1.325], [1.833, 1.981, 0.265], [3.319, 3.818, 1.713], [2.395, 4.598, 0.447], [0.912, 4.346, 3.062], [2.455, 5.107, 3.263], [0.336, 6.575, 2.846], [1.891, 7.067, 2.283], [-3.027, 6.077, 2.049], [-1.589, 6.115, 3.041], [-3.490, 4.930, 4.184], [-1.899, 4.099, 4.090], [-1.483, 2.458, 2.687], [-2.785, 1.737, 1.728], [-1.536, 3.063, 0.241], [-3.135, 3.853, 0.571], [-2.128, -5.024, -2.214], [-0.622, -5.069, -2.117], [-0.311, -3.547, -1.407], [0.251, -2.341, -1.975], [-0.873, -3.340, -0.077], [-0.312, -5.227, -3.816], [0.447, -4.278, -4.599], [-1.403, -5.762, -4.622], [0.938, -5.665, -1.768], [1.998, -4.983, -1.049], [1.390, -6.891, -2.419], [0.984, -1.902, -1.289], [-0.521, -1.587, -2.171], [0.796, -2.507, -2.899], [-0.331, -3.929, 0.677], [-1.926, -3.636, -0.040], [-0.807, -2.297, 0.225], [-0.094, -3.334, -4.745], [0.660, -4.692, -5.589], [1.425, -4.081, -4.154], [-2.147, -4.994, -4.868], [-1.913, -6.570, -4.104], [-1.012, -6.176, -5.557], [2.531, -4.288, -1.703], [2.725, -5.703, -0.665], [1.636, -4.447, -0.176], [1.985, -6.663, -3.309], [0.550, -7.511, -2.722], [2.002, -7.496, -1.744]],
  "mulliken_charge": [-0.562, 0.152, -0.160, -0.588, 0.709, -1.004, -0.038, -0.847, -0.167, -0.036, -0.287, 0.535, -0.490, -0.631, -0.478, -0.432, -1.132, 0.234, 0.297, -0.433, -0.309, 0.258, 0.382, -0.101, 0.486, 0.250, 0.472, 0.375, 0.197, 0.354, 0.337, 0.235, 0.385, 0.538, 0.459, -0.850, 0.822, 0.228, -0.932, -1.012, 0.214, -1.188, -1.088, 0.020, -0.834, -0.980, 0.352, 0.334, 0.238, 0.315, 0.313, 0.269, 0.340, 0.409, 0.268, 0.308, 0.334, 0.362, 0.249, 0.347, 0.229, 0.301, 0.317, 0.355],
  "relative_energy_ev": 0.000,
  "total_energy_ha": -2698.7314,
  "homo_ev": -5.55,
  "charge": -1,
  "largest_force_ha_per_bohr": 0.11495,
  "orbital_gap_ev": 7.894
}

{
  "formula": "C15H28N2O2",
  "method": "ωB97M-V with the def2-TZVPD basis set",
  "species": ["O", "C", "C", "C", "C", "C", "C", "C", "C", "N", "C", "C", "C", "N", "C", "C", "O", "C", "C", "H", "H", "H", "H", "H", "H", "H", "H", "H", "H", "H", "H", "H", "H", "H", "H", "H", "H", "H", "H", "H", "H", "H", "H", "H", "H", "H", "H"],
  "positions_angstrom": [[-0.257, -1.371, 1.832], [-0.911, -1.605, 0.838], [-2.424, -1.734, 0.839], [-3.094, -0.526, 0.169], [-4.612, -0.709, 0.126], [-5.284, 0.488, -0.541], [-4.932, 1.778, 0.194], [-3.419, 1.967, 0.239], [-2.752, 0.768, 0.907], [-0.349, -1.788, -0.381], [1.058, -1.566, -0.621], [1.306, -0.203, -1.272], [2.751, 0.017, -1.757], [3.789, 0.230, -0.777], [4.291, -0.927, -0.065], [5.622, -0.532, 0.582], [5.453, 0.543, 1.475], [4.903, 1.659, 0.815], [3.564, 1.317, 0.155], [-2.709, -2.652, 0.319], [-2.754, -1.804, 1.876], [-2.730, -0.442, -0.863], [-4.862, -1.624, -0.416], [-4.989, -0.813, 1.146], [-6.367, 0.346, -0.549], [-4.950, 0.560, -1.579], [-5.401, 2.630, -0.304], [-5.321, 1.730, 1.213], [-3.038, 2.076, -0.780], [-3.173, 2.879, 0.786], [-1.669, 0.907, 0.928], [-3.093, 0.691, 1.941], [-0.946, -1.904, -1.184], [1.445, -2.366, -1.261], [1.540, -1.623, 0.356], [0.652, -0.113, -2.145], [1.028, 0.584, -0.569], [3.056, -0.836, -2.371], [2.749, 0.905, -2.399], [4.450, -1.746, -0.769], [3.609, -1.264, 0.733], [6.029, -1.357, 1.170], [6.336, -0.253, -0.208], [4.776, 2.431, 1.576], [5.601, 2.015, 0.042], [3.192, 2.187, -0.390], [2.840, 1.047, 0.943]],
  "mulliken_charge": [-0.654, 0.339, -1.052, 0.700, -1.106, -0.661, -0.655, -0.687, -0.788, -0.047, -0.650, 0.103, -1.404, 0.141, -0.334, -0.789, -0.385, -0.778, -0.494, 0.470, 0.379, 0.273, 0.378, 0.310, 0.355, 0.320, 0.330, 0.324, 0.310, 0.345, 0.229, 0.290, 0.321, 0.265, 0.164, 0.402, 0.114, 0.450, 0.382, 0.448, 0.155, 0.360, 0.389, 0.351, 0.368, 0.461, 0.258],
  "relative_energy_ev": 0.223,
  "smiles": "O=C(CC1CCCCC1)NCCCN1CCOCC1",
  "total_energy_ha": -848.3626,
  "homo_ev": -8.37,
  "largest_force_ha_per_bohr": 0.01192,
  "orbital_gap_ev": 9.101
}

{
  "formula": "C3H2IN",
  "method": "ωB97M-V with the def2-TZVPD basis set",
  "species": ["N", "C", "C", "C", "I", "H", "H"],
  "positions_angstrom": [[2.586, -0.255, -0.052], [1.527, 0.112, 0.015], [0.222, 0.491, -0.124], [-0.922, -0.511, 0.144], [-2.893, 0.098, 0.036], [0.124, 1.524, -0.057], [-0.644, -1.460, 0.038]],
  "mulliken_charge": [-0.331, 0.235, -0.310, -0.554, 0.123, 0.354, 0.483],
  "relative_energy_ev": 1.113,
  "smiles": "N#C/C=C/I",
  "total_energy_ha": -467.8691,
  "homo_ev": -9.37,
  "largest_force_ha_per_bohr": 0.18875,
  "orbital_gap_ev": 8.405
}